(1)
{
  "formula": "C12H40O12",
  "method": "ωB97M-V/def2-TZVPD",
  "symbols": ["C", "O", "H", "H", "H", "H", "C", "O", "H", "H", "H", "H", "C", "O", "H", "H", "H", "H", "C", "O", "H", "H", "H", "H", "C", "C", "O", "O", "H", "H", "H", "H", "H", "H", "C", "C", "O", "O", "H", "H", "H", "H", "H", "H", "C", "C", "O", "O", "H", "H", "H", "H", "H", "H", "C", "C", "O", "O", "H", "H", "H", "H", "H", "H"],
  "xyz": [[-10.38, -16.06, 21.21], [-10.70, -16.77, 20.06], [-10.06, -16.85, 21.89], [-9.55, -15.39, 21.01], [-11.25, -15.53, 21.62], [-11.34, -17.46, 20.26], [-10.16, -10.49, 19.87], [-8.88, -9.95, 20.27], [-10.07, -11.14, 18.99], [-10.64, -10.96, 20.73], [-10.80, -9.69, 19.49], [-8.61, -10.62, 20.90], [-4.56, -21.54, 22.13], [-4.97, -20.35, 22.95], [-4.40, -22.46, 22.68], [-5.39, -21.76, 21.46], [-3.69, -21.36, 21.50], [-4.89, -19.56, 22.42], [-1.46, -10.98, 27.80], [-2.70, -11.58, 27.52], [-1.37, -10.41, 28.72], [-0.77, -11.80, 27.97], [-1.10, -10.30, 27.04], [-2.75, -12.45, 27.91], [0.66, -14.89, 12.66], [0.43, -16.32, 13.15], [-0.53, -16.45, 14.22], [-0.52, -14.07, 12.62], [1.17, -14.95, 11.70], [1.37, -14.34, 13.27], [1.45, -16.61, 13.39], [0.12, -16.94, 12.30], [-1.32, -15.95, 14.02], [-0.23, -13.27, 12.19], [-4.09, -13.81, 20.15], [-3.90, -13.04, 21.46], [-5.08, -12.66, 22.18], [-4.64, -15.11, 20.35], [-3.06, -13.83, 19.80], [-4.68, -13.17, 19.50], [-3.46, -12.10, 21.11], [-3.15, -13.53, 22.08], [-4.71, -12.51, 23.05], [-4.91, -15.50, 19.51], [-7.34, -17.27, 14.48], [-8.32, -16.09, 14.88], [-9.71, -16.49, 14.98], [-6.88, -18.03, 15.60], [-6.45, -16.89, 13.97], [-7.97, -17.95, 13.91], [-8.25, -15.30, 14.13], [-7.94, -15.63, 15.79], [-9.86, -16.76, 15.88], [-6.50, -18.88, 15.36], [-10.39, -9.44, 29.33], [-9.98, -9.61, 27.86], [-8.77, -8.99, 27.64], [-9.73, -10.43, 30.18], [-11.46, -9.64, 29.36], [-10.10, -8.45, 29.68], [-10.65, -9.11, 27.16], [-9.91, -10.68, 27.65], [-8.10, -9.59, 27.98], [-10.34, -11.10, 30.50]],
  "mol_weight_da": 376.44,
  "largest_force_ha_per_bohr": 0.0441
}



(2)
{
  "formula": "C12H42F6O9P",
  "method": "ωB97M-V/def2-TZVPD",
  "symbols": ["P", "F", "F", "F", "F", "F", "F", "C", "O", "H", "H", "H", "H", "C", "O", "H", "H", "H", "H", "C", "C", "O", "H", "H", "H", "H", "H", "H", "C", "C", "O", "H", "H", "H", "H", "H", "H", "C", "C", "O", "H", "H", "H", "H", "H", "H", "C", "C", "O", "H", "H", "H", "H", "H", "H", "C", "C", "O", "H", "H", "H", "H", "H", "H", "O", "H", "H", "O", "H", "H"],
  "xyz": [[0.04, -0.40, 0.33], [-0.01, -0.20, -1.32], [-0.69, 1.08, 0.46], [-1.50, -1.06, 0.19], [0.03, -0.56, 1.94], [0.73, -1.86, 0.06], [1.51, 0.26, 0.43], [1.51, -5.41, -6.27], [2.37, -5.29, -7.35], [2.04, -5.94, -5.49], [1.22, -4.42, -5.93], [0.61, -5.96, -6.56], [3.19, -4.98, -6.97], [6.94, -3.66, 0.20], [6.33, -2.73, -0.66], [6.18, -4.33, 0.59], [7.70, -4.25, -0.32], [7.44, -3.27, 1.09], [5.50, -2.52, -0.24], [2.84, -3.70, 6.82], [4.02, -2.94, 6.07], [5.25, -3.05, 6.80], [2.90, -3.62, 7.90], [2.90, -4.76, 6.58], [1.82, -3.40, 6.59], [3.76, -1.89, 6.06], [4.18, -3.11, 5.01], [5.95, -2.60, 6.32], [-5.93, -1.48, -5.08], [-6.72, -0.52, -4.29], [-7.67, 0.19, -5.04], [-5.26, -1.01, -5.80], [-6.61, -2.06, -5.70], [-5.34, -2.14, -4.45], [-6.03, 0.23, -3.89], [-7.17, -1.14, -3.52], [-8.44, -0.36, -5.23], [7.62, 3.07, 3.97], [8.83, 4.11, 4.03], [8.20, 5.31, 4.37], [7.07, 3.08, 4.91], [7.92, 2.04, 3.78], [6.86, 3.37, 3.25], [9.40, 4.26, 3.12], [9.50, 3.85, 4.86], [7.49, 5.09, 4.97], [-7.11, 0.82, 5.52], [-5.95, 0.56, 4.64], [-4.99, 1.54, 4.90], [-7.71, 1.71, 5.31], [-7.02, 0.69, 6.60], [-7.78, 0.00, 5.28], [-6.24, 0.67, 3.60], [-5.55, -0.44, 4.80], [-4.23, 1.23, 4.40], [-2.24, 4.84, -6.99], [-3.28, 5.35, -8.04], [-2.64, 5.64, -9.22], [-2.72, 4.37, -6.13], [-1.50, 5.57, -6.67], [-1.73, 3.99, -7.46], [-3.82, 6.24, -7.74], [-4.02, 4.56, -8.19], [-3.35, 5.82, -9.83], [-3.56, -5.85, 1.08], [-4.46, -5.65, 1.35], [-3.16, -4.99, 0.92], [-1.81, 7.60, 1.48], [-1.56, 6.68, 1.41], [-2.05, 7.72, 2.40]],
  "mol_weight_da": 475.42,
  "largest_force_ha_per_bohr": 0.0510,
  "total_charge": -1
}



Which LUMO belongs to each record? In order, 0.32, 1.96 eV.
Which energy relative to the best compared isomer or geometry (same formula, charge and spin) belongs to each record? In order, 228.19, 311.29 kJ/mol.